Entry 1:
Below is a 7-piece molecular cluster, C5H21O9 overall in a non-equilibrium geometry, with properties calculated with ωB97M-V/def2-TZVPD.

```
35
Properties=species:S:1:pos:R:3:mulliken_charge:R:1
O -0.30158 -0.26986 0.47267 -0.5065
C -0.04312 0.96557 0.59059 0.4229
O -1.01279 1.75136 0.67619 -0.8519
C 1.38730 1.54731 0.78136 -0.6066
C 1.95106 1.42838 -0.64499 -0.9470
C 1.86170 0.14869 -1.45862 0.3073
C 2.93660 -0.78622 -0.80483 -0.7506
O 2.40789 -1.98736 -0.37386 -0.5849
H 1.19816 2.49073 1.27304 0.3717
H 2.02980 0.86198 1.31853 0.1870
H 1.39045 2.19078 -1.24383 0.3246
H 3.05822 1.69290 -0.73724 0.4726
H 2.00583 0.23028 -2.56929 0.3736
H 0.86379 -0.20673 -1.40529 -0.0195
H 3.71918 -1.17958 -1.45110 0.3382
H 3.53602 -0.29654 0.00612 0.2956
H 1.85837 -2.03171 0.48913 0.3382
H -1.02900 3.20547 -0.36721 0.3696
H -1.10555 3.46814 -1.97929 0.2853
O -1.20419 3.81462 -1.09799 -0.6780
H 0.03599 -1.33964 1.57744 0.3764
H -0.30457 -2.58600 2.44491 0.2971
O 0.40569 -1.96820 2.29727 -0.7543
H -2.92620 -2.30204 -0.73509 0.4482
H -1.87556 -2.18006 -1.66636 0.3594
O -2.65125 -2.77657 -1.55337 -0.7311
H -3.23925 -2.11470 1.64229 0.2928
H -2.24434 -1.14295 0.83179 0.5086
O -3.00913 -1.76726 0.78406 -0.7301
H -1.18519 1.01937 -1.72225 0.2387
H -1.63426 -0.21528 -1.12371 0.2567
O -1.73549 0.25158 -1.93338 -0.6930
H -1.01232 -0.09894 2.78342 0.3501
H -2.15866 0.39264 2.06770 0.3332
O -1.97361 -0.21014 2.83119 -0.6943
```

Summary:
energy above the lowest of the compared OMol25 structures with the same formula, charge and spin: 0.0 kcal/mol
HOMO-LUMO gap: 9.91 eV
LUMO level: 0.1170 hartree
F_max: 4.42 eV/A
charge: -1

Entry 2:
Below is a 2-piece molecular cluster, H4N4O overall in a non-equilibrium geometry, with properties calculated with ωB97M-V/def2-TZVPD.

```
9
Properties=species:S:1:pos:R:3:mulliken_charge:R:1
N 1.65956 0.87577 -0.40648 -0.5618
N 1.80139 -0.24511 -0.02814 0.0606
N -1.22294 0.65215 -0.04713 -0.1206
N -1.32076 -0.48365 -0.60899 -0.0274
O -0.47187 -1.31965 -0.36181 -0.3957
H 2.34446 -0.90844 -0.68538 0.2514
H 1.47744 -0.67605 1.01226 0.2449
H -1.84094 1.29044 -0.60300 0.3088
H -0.45431 0.99062 0.43942 0.2397
```

Summary:
energy above the lowest of the compared OMol25 structures with the same formula, charge and spin: 32.8 kcal/mol
HOMO-LUMO gap: 9.18 eV
LUMO level: 0.0323 hartree
F_max: 4.39 eV/A
charge: 0

Entry 3:
Below is C20H18MoN3PS4 as an isolated structure, with properties calculated with ωB97M-V/def2-TZVPD.

```
47
Properties=species:S:1:pos:R:3:mulliken_spin:R:1
Mo 0.04035 -0.08488 0.48878 1.9686
C -0.64776 4.85646 -1.32416 -0.0004
S -1.10840 3.56217 -2.49255 -0.0105
C -0.63673 2.10163 -1.71248 -0.0068
S 0.14036 2.14431 -0.11661 -0.0401
N -0.85079 0.99973 -2.35342 -0.0045
N -0.41312 -0.08907 -1.64037 -0.0620
C -0.21123 -1.18504 -2.29191 0.0527
C 0.40978 -2.27621 -1.54771 0.0088
C 0.70812 -3.51059 -2.09316 0.0040
C 1.34988 -4.45461 -1.29160 0.0135
C 1.67435 -4.13306 0.01436 -0.0036
C 1.34820 -2.87192 0.49902 0.0216
N 0.72935 -1.96585 -0.26020 0.0250
H -0.99715 5.77191 -1.80003 -0.0003
H -1.16431 4.74445 -0.37431 0.0006
H 0.42994 4.91357 -1.19583 0.0002
H -0.43637 -1.25455 -3.35113 0.0033
H 0.45170 -3.73322 -3.11865 0.0001
H 1.59294 -5.42800 -1.69574 0.0003
H 2.17463 -4.83554 0.66409 0.0012
H 1.57800 -2.57875 1.51675 -0.0090
S -1.90516 -0.84450 1.46521 -0.0474
P -1.19719 -0.03089 3.24795 0.0288
S 0.70049 0.54701 2.70933 0.0365
C -1.15646 -1.25543 4.53658 0.0055
C -2.33809 -1.48373 5.24822 0.0060
C -2.36228 -2.45518 6.23243 -0.0002
C -1.21551 -3.18578 6.51296 0.0006
C -0.03875 -2.95299 5.81292 0.0005
C -0.00477 -1.99101 4.81924 0.0021
C -2.21917 1.34964 3.70748 0.0023
C -3.52240 1.48909 3.23136 -0.0005
C -4.30963 2.52795 3.70013 0.0009
C -3.79983 3.41743 4.63463 0.0009
C -2.50032 3.27917 5.10949 -0.0010
C -1.70619 2.24402 4.65288 -0.0004
H -3.22766 -0.89865 5.04897 0.0010
H -3.27124 -2.63319 6.78920 0.0001
H -1.23643 -3.93476 7.29296 0.0000
H 0.85459 -3.51184 6.05222 -0.0001
H 0.91882 -1.79240 4.29051 -0.0025
H -3.92528 0.80225 2.49769 0.0017
H -5.31999 2.64332 3.33432 0.0000
H -4.41932 4.22650 4.99683 0.0000
H -2.10873 3.97774 5.83512 0.0003
H -0.69541 2.13781 5.02984 0.0020
```

Summary:
expectation value of S²: 2.026
2S+1: 3
HOMO-LUMO gap (alpha / beta): 6.19 / 6.24 eV
LUMO level (alpha / beta): -0.3002 / -0.2986 hartree
F_max: 0.46 eV/A
charge: +2

Entry 4:
Below is one molecule with the formula C6H14INOS in a non-equilibrium geometry, with properties calculated with ωB97M-V/def2-TZVPD.

```
24
Properties=species:S:1:pos:R:3:mulliken_charge:R:1
C 1.98558 2.46422 0.25318 -0.9043
C -1.72575 0.48100 -1.21560 -1.4288
C -2.17887 -2.02491 -0.55043 -1.4216
C 1.06919 0.28014 1.99013 -1.1278
C -0.00091 -0.88116 0.02866 -1.3892
C -1.55146 -0.60929 -0.20394 0.8933
N 0.65163 0.20954 0.58227 0.4867
O 1.41654 0.84700 -1.85781 -0.5796
S 1.82718 0.90629 -0.34749 0.5545
I 3.80271 -0.63368 -0.06163 -0.1058
H 2.17559 3.16217 -0.58925 0.3096
H 2.69066 2.54047 1.08119 0.3506
H -2.68718 0.90621 -1.14168 0.4602
H -1.09145 1.41454 -1.08608 0.2396
H -1.57881 0.19064 -2.24005 0.3380
H -1.49138 -2.47919 -1.20741 0.3592
H -3.16392 -1.96871 -1.02379 0.3802
H -2.30922 -2.57566 0.38255 0.3657
H 0.39233 -0.22020 2.60394 0.3727
H 2.00625 -0.15719 2.16383 0.4350
H 1.19527 1.31686 2.21473 0.3453
H 0.22519 -1.82302 0.50356 0.4133
H 0.37674 -0.95225 -1.07853 0.4798
H -2.03592 -0.39381 0.79966 0.1737
```

Summary:
energy above the lowest of the compared OMol25 structures with the same formula, charge and spin: 0.0 kcal/mol
SMILES: C=[S@@](=O)(I)N(C)CC(C)C
HOMO-LUMO gap (alpha / beta): 7.45 / 7.45 eV
LUMO level (alpha / beta): -0.0415 / -0.0415 hartree
F_max: 5.52 eV/A
charge: 0